No. 1
The following is a DFT calculation (the ωB97M-V functional and the def2-TZVPD basis) of a molecular structure, C17H25N5O2Sc.

Geometry as XYZ:
```
50
C17H25N5O2Sc | OMol25 | the ωB97M-V functional and the def2-TZVPD basis
Sc -0.67482 0.53077 0.35560
C -0.37916 0.99841 3.52504
C 0.08150 2.18645 2.66085
N 0.64322 1.68394 1.43603
C 2.00997 1.91494 1.08023
C 2.49586 0.72178 0.27956
C 3.76605 0.57629 -0.26821
C 4.09044 -0.62996 -0.86666
C 3.17756 -1.68064 -0.88025
C 1.93298 -1.45455 -0.32646
C 0.86381 -2.51661 -0.17486
N -0.41431 -2.00016 0.35799
C -0.72133 -2.36926 1.75895
C -0.23422 -1.36978 2.80231
N -0.97044 -0.09404 2.68996
N 1.60544 -0.26280 0.17064
H 0.47249 0.58026 4.06419
H -1.11224 1.31834 4.26795
H -0.78553 2.83096 2.47008
H 0.79140 2.78334 3.24407
H -0.92091 2.97420 0.19468
H 2.19066 2.82957 0.49275
H 2.67223 2.00393 1.95574
H 4.48540 1.38189 -0.21094
H 5.07287 -0.76974 -1.29898
H 3.44365 -2.64499 -1.29196
H 0.68051 -3.00880 -1.13168
H 1.25320 -3.29035 0.49621
H -1.14726 -2.37939 -0.23027
H -1.81098 -2.43994 1.84431
H -0.32979 -3.36525 1.98935
H -0.39260 -1.83764 3.78002
H 0.82866 -1.16188 2.68362
H -1.92396 -0.25131 2.98716
O -2.97218 0.06352 -0.04279
C -3.39796 0.46539 -1.35458
C -2.27384 0.45070 -2.36455
C -2.56578 0.68130 -3.70181
C -1.53733 0.68122 -4.62346
C -0.23908 0.44437 -4.19003
C -0.03198 0.22191 -2.84592
N -1.02510 0.22495 -1.94556
H -3.40278 -0.75924 0.20605
H -3.81365 1.46875 -1.28058
H -4.17786 -0.21697 -1.69688
H -3.58785 0.86333 -4.00689
H -1.74258 0.86321 -5.66980
H 0.59469 0.43992 -4.87664
H 0.96539 0.04549 -2.46005
O -1.53243 2.27416 -0.05353
```

**Net charge**: +1

***

No. 2
The following is a DFT calculation (the ωB97M-V functional and the def2-TZVPD basis) of a molecular structure, C17H25NO2.

Geometry as XYZ:
```
45
C17H25NO2 | OMol25 | the ωB97M-V functional and the def2-TZVPD basis
C -1.12999 6.01110 1.30715
C -1.21795 4.68090 0.99781
C -0.08743 3.92893 0.63169
C -0.14856 2.47414 0.46763
C -1.24977 1.87105 0.57934
C -2.54232 2.49650 0.76342
C -2.51426 3.76683 1.08540
H -3.17817 4.53276 1.12824
H -3.39879 2.09922 0.63361
C -1.55077 0.37775 0.13283
H -0.62366 -0.22436 0.06167
H -2.18687 -0.15338 0.61825
C -1.85780 0.18813 -1.20395
C -0.89036 0.41270 -2.44455
H -1.10644 0.54301 -3.37401
H -0.36957 1.18872 -2.05239
O 0.01694 -0.70950 -2.23286
C 1.22934 -0.64389 -1.83645
O 1.72581 0.57007 -1.51469
C 1.94039 -1.96669 -1.97608
N 1.94983 -2.70444 -0.74863
C 0.39548 -3.38464 -0.68285
C 0.44236 -4.31458 0.38782
C 0.84782 -3.82194 1.77261
C 2.56881 -2.97505 1.41339
C 2.27613 -1.96628 0.46258
H 3.31123 -1.62959 0.47836
H 1.63190 -1.16408 0.62042
H 3.00881 -3.97419 1.36332
H 2.64050 -2.59342 2.56477
H 1.06653 -4.43550 2.47235
H 0.41915 -2.91444 2.16117
H 1.14010 -5.07810 0.16046
H -0.45788 -4.72413 0.72825
H 0.21152 -3.69138 -1.48038
H -0.29517 -2.39976 -0.51192
H 3.25695 -1.58610 -2.04543
H 1.46103 -2.57960 -2.79626
H -2.81186 0.79289 -1.65521
H -2.37857 -1.02369 -1.65616
H 0.56432 1.84601 0.31960
H 0.75908 4.01172 0.64722
H -1.93171 6.42970 1.08246
H -0.19256 6.37506 0.88669
H -0.74358 6.06154 2.28332
```

***

LUMO (eV)
-2.61, 0.79
HOMO level (eV)
-9.89, -8.22
Energy above the lowest of the compared OMol25 structures with the same formula, charge and spin (kJ/mol)
40.4, 1732.8